[1]
{
  "formula": "C22H24ClFN2O5S",
  "method": "ωB97M-V with the def2-TZVPD basis set",
  "symbols": ["C", "C", "C", "C", "C", "C", "C", "N", "C", "O", "C", "H", "H", "O", "C", "O", "C", "C", "C", "C", "C", "C", "C", "Cl", "H", "H", "H", "F", "H", "H", "H", "H", "S", "O", "O", "N", "C", "C", "C", "C", "C", "H", "H", "H", "H", "H", "H", "H", "H", "H", "H", "H", "H", "H", "H", "H"],
  "positions_angstrom": [[1.555, 0.684, -2.421], [0.404, 0.845, -1.473], [-0.387, 1.984, -1.515], [-1.449, 2.157, -0.643], [-1.707, 1.181, 0.296], [-0.945, 0.034, 0.369], [0.109, -0.146, -0.522], [0.930, -1.276, -0.467], [0.744, -2.408, 0.253], [-0.274, -2.744, 0.809], [2.015, -3.282, 0.286], [1.799, -4.199, 0.834], [2.347, -3.507, -0.733], [3.067, -2.635, 1.005], [3.835, -1.766, 0.360], [3.704, -1.483, -0.808], [4.899, -1.184, 1.266], [5.134, 0.255, 0.908], [6.372, 0.710, 0.472], [6.601, 2.024, 0.106], [5.552, 2.924, 0.168], [4.302, 2.513, 0.594], [4.102, 1.191, 0.960], [2.531, 0.691, 1.497], [3.480, 3.209, 0.644], [5.710, 3.952, -0.119], [7.584, 2.319, -0.223], [7.395, -0.165, 0.407], [4.570, -1.289, 2.301], [5.819, -1.756, 1.129], [1.813, -1.187, -0.961], [-1.155, -0.698, 1.130], [-3.095, 1.366, 1.418], [-3.556, 2.722, 1.338], [-2.737, 0.834, 2.699], [-4.288, 0.401, 0.787], [-4.108, -1.027, 0.912], [-5.459, -1.719, 0.746], [-6.068, -1.343, -0.603], [-6.182, 0.176, -0.708], [-4.812, 0.814, -0.492], [-4.883, 1.902, -0.467], [-4.130, 0.518, -1.308], [-6.864, 0.543, 0.060], [-6.569, 0.467, -1.686], [-7.052, -1.802, -0.713], [-5.429, -1.717, -1.407], [-6.123, -1.395, 1.548], [-5.323, -2.798, 0.820], [-3.689, -1.209, 1.901], [-3.406, -1.402, 0.150], [-2.066, 3.041, -0.662], [-0.165, 2.750, -2.243], [1.631, 1.552, -3.070], [2.499, 0.579, -1.886], [1.422, -0.199, -3.047]],
  "forces_ev_per_a": [[-0.0588, 0.0240, 0.0685], [-0.0863, -0.0365, 0.0529], [-0.0303, -0.1365, 0.1240], [-0.1239, 0.1789, 0.0064], [-0.4560, 0.1984, 0.2982], [0.1287, -0.2404, 0.1076], [-0.4839, 0.2412, 0.0380], [0.1682, 0.3631, -0.4743], [0.5974, -0.4014, -0.1177], [-0.2270, -0.0639, 0.2112], [-0.3553, -0.2149, -0.2755], [-0.0214, 0.2007, -0.1058], [-0.0323, -0.0064, 0.1558], [0.0179, -0.1196, 0.3728], [0.2539, 0.0299, -0.1220], [0.1320, -0.0877, -0.0153], [-0.0533, 0.0897, -0.0753], [0.0866, -0.0605, -0.0104], [-0.2638, 0.1917, 0.0665], [0.0742, -0.1744, 0.0096], [0.0022, -0.1478, 0.0264], [-0.1770, -0.0339, 0.0442], [0.3358, 0.1885, -0.0527], [0.0766, 0.1565, 0.1143], [-0.0970, 0.0549, 0.0234], [0.0147, 0.1013, -0.0222], [0.1099, 0.0092, -0.0303], [-0.0513, 0.0087, -0.0070], [0.0633, -0.0254, -0.0484], [-0.1066, -0.0205, 0.0290], [-0.1198, -0.2028, 0.2422], [0.0412, -0.1175, 0.0157], [-0.0832, 0.1147, -0.0030], [0.0644, -0.0794, -0.3344], [0.1184, -0.3218, -0.1728], [0.5632, 0.6139, 0.5330], [0.0447, -0.6243, 0.3690], [0.1916, 0.0620, -0.2350], [-0.1878, 0.0894, 0.2022], [0.2654, -0.1266, -0.0882], [-0.3772, 0.4411, -0.4725], [-0.0565, -0.0672, -0.1937], [-0.0340, 0.0259, 0.0381], [-0.0670, 0.0735, 0.0026], [-0.0127, 0.0551, 0.0146], [0.0234, -0.0472, -0.0713], [-0.0031, -0.0533, -0.0666], [-0.0214, -0.0366, 0.0888], [0.0089, -0.0074, 0.0595], [0.0069, -0.1756, -0.0970], [-0.0099, -0.0024, 0.0434], [-0.0345, 0.1431, -0.0622], [0.0342, 0.0652, -0.0739], [0.0264, 0.0248, -0.0515], [0.1148, -0.0256, -0.0100], [0.0666, -0.0880, -0.0691]],
  "mulliken_charge": [-1.64, 1.44, -0.97, -0.57, -0.64, -0.11, -0.30, 0.15, 0.72, -0.62, -0.74, 0.33, 0.35, -0.37, 0.56, -0.68, -0.85, -0.22, 0.55, -0.68, -0.37, -0.85, 1.00, -0.09, 0.48, 0.39, 0.44, -0.33, 0.35, 0.38, 0.23, 0.60, 1.26, -0.74, -0.72, 0.13, -0.45, -0.92, -0.64, -0.84, -0.52, 0.45, 0.30, 0.33, 0.35, 0.33, 0.32, 0.35, 0.35, 0.42, 0.28, 0.55, 0.37, 0.39, 0.28, 0.39],
  "homo_ev": -8.78,
  "total_energy_ha": -2296.75013,
  "orbital_gap_ev": 9.33,
  "mol_weight_g_mol": 483.0
}

=====

[2]
{
  "formula": "C22H24ClN2NaO7S3",
  "method": "ωB97M-V with the def2-TZVPD basis set",
  "symbols": ["Na", "Cl", "C", "C", "C", "C", "O", "C", "C", "N", "C", "C", "C", "C", "C", "C", "C", "C", "N", "C", "C", "H", "H", "H", "H", "H", "H", "H", "H", "H", "H", "C", "S", "C", "O", "H", "H", "H", "H", "H", "H", "O", "S", "C", "C", "C", "C", "H", "H", "H", "H", "H", "H", "H", "H", "O", "S", "O", "O", "O"],
  "positions_angstrom": [[-0.374, -0.363, -0.149], [6.305, 3.692, -0.800], [4.975, 2.583, -0.467], [5.242, 1.314, 0.041], [4.200, 0.452, 0.287], [2.825, 0.792, 0.054], [1.906, -0.052, 0.264], [2.595, 2.128, -0.434], [1.266, 2.693, -0.689], [0.157, 2.272, -0.227], [-1.010, 3.030, -0.489], [-1.000, 4.410, -0.480], [-2.150, 5.168, -0.744], [-3.324, 4.493, -1.026], [-3.385, 3.103, -1.017], [-4.610, 2.379, -1.263], [-4.642, 1.044, -1.215], [-3.408, 0.252, -0.934], [-2.247, 0.985, -0.598], [-2.237, 2.305, -0.709], [3.675, 2.971, -0.704], [6.266, 1.015, 0.228], [4.392, -0.546, 0.667], [1.280, 3.592, -1.324], [-0.073, 4.918, -0.233], [-2.116, 6.251, -0.717], [-4.233, 5.050, -1.244], [-5.512, 2.948, -1.475], [-5.554, 0.485, -1.394], [-3.600, -0.525, -0.191], [3.477, 3.962, -1.098], [0.547, -1.080, 4.609], [0.912, -0.694, 2.888], [1.320, 1.036, 3.140], [-0.426, -0.695, 2.221], [1.448, -0.956, 5.212], [0.222, -2.119, 4.628], [-0.256, -0.426, 4.953], [2.280, 1.114, 3.651], [0.515, 1.503, 3.708], [1.379, 1.470, 2.144], [0.542, -4.598, 1.894], [-0.023, -3.686, 0.831], [1.320, -3.416, -0.358], [1.406, -4.697, -1.174], [-0.040, -4.987, -1.583], [-0.907, -4.780, -0.336], [2.204, -3.145, 0.214], [1.012, -2.582, -0.990], [1.802, -5.507, -0.554], [2.061, -4.577, -2.040], [-0.157, -5.999, -1.978], [-0.353, -4.279, -2.350], [-1.034, -5.693, 0.249], [-1.871, -4.323, -0.551], [-2.788, -2.599, -3.368], [-2.575, -2.013, -2.063], [-1.141, -1.870, -1.738], [-3.305, -2.660, -0.977], [-3.175, -0.542, -2.202]],
  "forces_ev_per_a": [[0.0539, 0.3287, 0.1043], [-0.0216, -0.0234, 0.0056], [0.0334, 0.0049, 0.0024], [-0.0087, 0.0259, -0.0100], [-0.0022, 0.0022, 0.0108], [0.0377, -0.0483, -0.0418], [-0.1487, -0.1315, -0.0236], [-0.0303, 0.0579, -0.0090], [-0.0200, 0.0092, 0.0164], [0.0456, -0.0864, 0.0233], [0.0239, 0.0127, -0.0122], [0.0084, 0.0161, 0.0051], [-0.0307, -0.0338, -0.0027], [0.0458, 0.0391, 0.0147], [-0.0649, -0.0218, -0.0259], [0.0138, 0.0234, 0.0001], [0.0177, -0.0470, 0.0088], [0.0944, 0.0591, 0.0012], [-0.0497, -0.0374, -0.0117], [0.0604, -0.0193, -0.0027], [-0.0112, 0.0234, -0.0120], [-0.0027, -0.0092, 0.0006], [-0.0052, -0.0011, -0.0018], [0.0290, -0.0023, 0.0016], [-0.0051, 0.0047, 0.0011], [0.0075, 0.0010, 0.0019], [-0.0102, -0.0154, -0.0025], [0.0000, 0.0012, 0.0020], [-0.0137, 0.0224, 0.0096], [-0.0216, -0.0320, -0.0275], [0.0005, -0.0021, -0.0001], [-0.0183, 0.0038, -0.0033], [-0.1602, 0.0108, -0.2017], [-0.0273, -0.0212, 0.0083], [0.1762, -0.0099, 0.1288], [-0.0059, -0.0002, 0.0125], [0.0102, -0.0012, 0.0087], [0.0068, -0.0066, 0.0163], [-0.0025, 0.0210, 0.0040], [0.0195, 0.0180, 0.0049], [-0.0059, 0.0015, -0.0076], [-0.0186, 0.0652, -0.0184], [0.0913, -0.1410, 0.0239], [-0.0639, -0.0468, -0.0678], [-0.0468, -0.0222, -0.0106], [0.0596, -0.0317, 0.0538], [0.0305, 0.0314, -0.0380], [-0.0070, 0.0269, 0.0135], [0.0465, 0.0285, 0.0106], [0.0061, 0.0098, 0.0079], [0.0001, 0.0045, 0.0033], [-0.0162, 0.0071, -0.0080], [-0.0054, 0.0117, -0.0039], [-0.0049, 0.0003, 0.0120], [-0.0219, -0.0319, -0.0065], [0.0218, 0.0054, -0.0311], [0.0686, -0.0541, -0.0264], [-0.1796, 0.0407, 0.1321], [0.0135, -0.0255, -0.0379], [0.0084, -0.0151, -0.0057]],
  "mulliken_charge": [1.03, -0.31, 0.07, -0.58, -0.82, -0.42, 0.07, 1.14, -0.87, 0.21, -0.44, -0.19, -0.93, -0.65, 1.14, -0.89, -1.06, -0.05, -0.19, 0.01, -0.75, 0.39, 0.38, 0.41, 0.52, 0.34, 0.29, 0.28, 0.40, 0.60, 0.35, -1.19, 0.87, -0.78, -0.68, 0.36, 0.33, 0.30, 0.36, 0.40, -0.08, -0.81, 0.72, -0.42, -0.83, -0.52, -0.72, 0.51, 0.18, 0.33, 0.36, 0.37, 0.19, 0.51, 0.19, -0.75, 1.06, -0.64, -0.80, -0.33],
  "homo_ev": -1.05,
  "charge": -2,
  "total_energy_ha": -3306.11515,
  "orbital_gap_ev": 4.92,
  "mol_weight_g_mol": 583.1
}

=====

[3]
{
  "formula": "C22H24ClN3O5S",
  "method": "ωB97M-V with the def2-TZVPD basis set",
  "symbols": ["C", "C", "O", "C", "C", "C", "C", "C", "C", "H", "H", "N", "S", "O", "O", "C", "C", "O", "N", "C", "C", "H", "H", "H", "C", "H", "H", "H", "C", "H", "H", "C", "O", "N", "H", "C", "C", "C", "C", "C", "C", "C", "H", "H", "H", "H", "Cl", "H", "H", "H", "H", "H", "H", "H", "H", "H"],
  "positions_angstrom": [[-3.391, -4.399, 0.142], [-4.008, -3.265, -0.671], [-4.033, -2.040, 0.037], [-2.885, -1.337, 0.215], [-2.988, -0.228, 1.060], [-1.899, 0.583, 1.294], [-0.675, 0.297, 0.696], [-0.566, -0.801, -0.142], [-1.660, -1.612, -0.386], [-1.536, -2.455, -1.046], [0.379, -1.015, -0.613], [0.437, 1.145, 0.886], [0.921, 2.038, -0.412], [2.112, 2.742, -0.023], [0.963, 1.216, -1.583], [-0.413, 3.177, -0.597], [-1.556, 2.995, -1.332], [-2.350, 4.055, -1.152], [-1.754, 4.934, -0.305], [-0.602, 4.434, 0.046], [0.323, 5.115, 0.981], [1.349, 4.852, 0.736], [0.115, 4.795, 2.002], [0.178, 6.190, 0.925], [-1.997, 1.890, -2.209], [-2.480, 2.292, -3.097], [-2.716, 1.262, -1.682], [-1.134, 1.289, -2.480], [1.009, 1.353, 2.200], [1.452, 2.349, 2.231], [0.243, 1.247, 2.970], [2.087, 0.273, 2.380], [1.961, -0.668, 3.134], [3.142, 0.475, 1.569], [3.098, 1.253, 0.921], [4.035, -0.613, 1.212], [3.438, -1.379, 0.059], [3.394, -0.827, -1.220], [2.773, -1.490, -2.266], [2.178, -2.719, -2.039], [2.205, -3.280, -0.774], [2.828, -2.610, 0.265], [2.835, -3.034, 1.257], [1.737, -4.235, -0.593], [1.690, -3.233, -2.854], [2.745, -1.035, -3.243], [4.099, 0.721, -1.520], [4.132, -1.259, 2.086], [5.007, -0.195, 0.943], [-1.995, 1.439, 1.945], [-3.942, -0.021, 1.518], [-5.062, -3.480, -0.869], [-3.495, -3.147, -1.633], [-2.352, -4.185, 0.380], [-3.937, -4.523, 1.073], [-3.442, -5.325, -0.424]],
  "forces_ev_per_a": [[-0.1137, 0.3913, -0.0997], [0.0390, -0.4429, -0.1040], [0.0497, 0.2560, 0.1792], [0.0929, 0.2113, 0.0601], [-0.0951, -0.1541, -0.0390], [0.0986, -0.0581, -0.0860], [-0.4295, -0.4536, -0.2400], [-0.0782, 0.0789, 0.2217], [-0.2320, -0.2011, -0.0888], [-0.0244, -0.1169, -0.0551], [0.1319, -0.0568, -0.0475], [0.3287, 0.5137, -0.6804], [-0.8188, 0.3114, -0.0984], [-0.1843, 0.1923, 0.2649], [-0.2184, 0.0562, 0.1858], [-0.0249, -0.3017, -0.4148], [0.6145, -0.1408, 0.1941], [-0.0501, -0.9348, -0.5336], [0.5347, 0.9682, 0.8120], [-0.2796, -0.2461, -0.2609], [-0.0303, 0.2004, 0.0867], [0.0102, 0.1131, 0.0534], [0.0479, -0.0049, 0.0811], [0.0295, 0.0634, 0.0427], [-0.1711, 0.1081, -0.0287], [-0.0154, -0.0115, -0.0758], [-0.0459, -0.0675, 0.0406], [-0.0805, -0.0048, -0.0520], [0.3846, -0.1300, 0.2466], [-0.0199, -0.0540, 0.1802], [0.1070, -0.0001, -0.1112], [-0.1873, 0.4879, 0.2160], [-0.1238, -0.3061, 0.1439], [0.4970, 0.2066, -0.1664], [0.0446, -0.0667, 0.1357], [-0.0767, -0.0971, 0.0796], [0.1182, 0.1109, 0.0094], [-0.1319, -0.3852, 0.0163], [0.0238, 0.0941, 0.0096], [-0.0072, -0.0281, 0.0030], [-0.0365, -0.0644, 0.0054], [0.0197, -0.0124, -0.0602], [0.0107, -0.0250, 0.1275], [-0.0409, -0.0907, 0.0162], [-0.0317, -0.0442, -0.0814], [0.0093, 0.0703, -0.0905], [0.3046, 0.0904, -0.1235], [0.0887, 0.0591, -0.1386], [-0.0654, -0.0848, 0.1052], [-0.0162, 0.1228, 0.0517], [-0.1100, 0.0242, 0.0591], [0.1731, 0.0350, -0.0625], [-0.0911, 0.0375, 0.0606], [0.0930, -0.0544, 0.0238], [-0.0391, -0.0442, 0.0773], [0.0180, -0.1199, -0.0505]],
  "mulliken_charge": [-1.02, -0.40, -0.50, 0.59, -0.92, -0.23, -1.09, 0.20, -0.50, 0.45, 0.00, 1.11, 1.50, -0.78, -0.67, 0.80, 0.00, -0.16, -0.73, 0.13, -1.27, 0.32, 0.24, 0.46, -1.23, 0.51, 0.15, 0.23, -0.72, 0.45, 0.53, 0.48, -0.68, 0.03, 0.30, -1.67, 0.30, 0.97, -0.57, -0.48, -0.77, -0.27, 0.38, 0.42, 0.41, 0.45, -0.17, 0.48, 0.38, 0.48, 0.42, 0.33, 0.31, 0.31, 0.31, 0.37],
  "homo_ev": -8.63,
  "total_energy_ha": -2251.56479,
  "orbital_gap_ev": 9.25,
  "mol_weight_g_mol": 478.0
}